8
Properties=species:S:1:pos:R:3:forces:R:3 method="wB97M-V/def2-TZVPD" total_charge=+1 de_lowest_kj_mol=393.04 mol_weight_g_mol=266.43 spin_multiplicity=1 energy_ha=-425.09327 e_homo_ev="-15.67 / -15.47"
C -1.163412 -0.007492 0.482417 -2.120 0.927 -0.219
C -0.996875 -1.186763 -0.171324 0.079 -0.511 -0.335
H -1.080463 0.127934 1.564591 0.333 0.191 -0.307
F -1.684877 1.038580 -0.152540 0.962 -1.176 0.741
H -0.768377 -2.064434 0.441292 -0.357 0.122 -0.158
H -1.337035 -1.293293 -1.205376 -0.096 -0.037 0.322
O 1.913799 0.730765 0.425565 2.309 3.938 2.355
Tl 1.282092 -0.679327 -0.462773 -1.109 -3.456 -2.399